The following is a DFT calculation (the ωB97M-V functional and the def2-TZVPD basis) of 2 unconnected molecules or ions with the total composition C5H6S2 at a distorted geometry.

Calculated values
energy relative to the best compared isomer or geometry (same formula, charge and spin) = 327.27 kJ/mol
E_tot = -990.34033 Ha
SMILES = S=C1CS1.C#CC
orbital gap = 8.55 eV
HOMO level = -8.710 eV
F_max = 0.116 Eh/bohr

ORCA input file:
```
! RIJCOSX wB97M-V def2-TZVPD def2/J DEFGRID3
* xyz 0 1
S 0.16660 -2.34644 -0.45925
C 0.11357 -1.61622 0.93577
C 0.80155 -0.91206 2.00724
S -1.02623 -1.23004 2.23812
H 1.00087 0.16182 1.68334
H 1.40984 -1.46864 2.55505
C -1.25370 0.99754 0.16988
C -0.58708 1.13782 -0.80096
C 0.23312 1.08101 -1.97320
H -1.97651 0.76009 0.89290
H 1.32333 0.91515 -1.88273
H 0.00683 2.02686 -2.52376
H -0.21218 0.49312 -2.84240
*
```

Atomic partial charges in e from the Mulliken method, atoms 1 to 5:
1. S -0.279
2. C 0.201
3. C -0.364
4. S -0.143
5. H 0.231

---

The following is a DFT calculation (the ωB97M-V functional and the def2-TZVPD basis) of 2 unconnected molecules or ions with the total composition C3H5NO5 at a distorted geometry.

Calculated values
energy relative to the best compared isomer or geometry (same formula, charge and spin) = 196.81 kJ/mol
E_tot = -548.18057 Ha
orbital gap = 8.45 eV
HOMO level = -8.175 eV
F_max = 0.048 Eh/bohr

ORCA input file:
```
! RIJCOSX wB97M-V def2-TZVPD def2/J DEFGRID3
* xyz 0 1
C -1.35912 -0.12047 -0.17171
C 0.82184 -0.44424 0.05912
O -1.87563 -1.28096 0.28186
O -1.49419 0.91691 0.54453
O -1.38688 -0.00874 -1.53784
O 1.44228 -0.22514 -1.15925
N 0.93705 0.66713 1.01505
C 2.08953 0.68634 1.43727
O 3.16127 0.85838 1.86124
H -2.31951 -1.75632 -0.43479
H -0.18162 1.16603 1.14208
H -1.66626 0.89286 -1.75397
H 0.77504 0.04898 -1.80251
H 1.05618 -1.40075 0.51894
*
```

Atomic partial charges in e from the Mulliken method, atoms 1 to 5:
1. C 0.869
2. C -0.470
3. O -0.472
4. O -0.762
5. O -0.557

---

The following is a DFT calculation (the ωB97M-V functional and the def2-TZVPD basis) of 2 unconnected molecules or ions with the total composition C5H8F3N2O at a distorted geometry.

Calculated values
energy relative to the best compared isomer or geometry (same formula, charge and spin) = 334.73 kJ/mol
E_tot = -679.28638 Ha
orbital gap = 7.63 eV
HOMO level = -12.266 eV
F_max = 0.117 Eh/bohr

ORCA input file:
```
! RIJCOSX wB97M-V def2-TZVPD def2/J DEFGRID3
* xyz 1 1
C -0.39565 -0.19818 1.04880
C -0.16336 -2.17731 -0.40401
C -0.95441 1.87491 2.13392
C 0.28320 1.83697 0.06218
C 0.89983 -2.41174 -2.59847
N -0.26882 1.05250 1.15495
N 0.11986 -0.87757 -0.04973
O -0.61573 -3.15217 0.01149
F 1.18384 -1.20678 -2.95219
F 0.03760 -2.92946 -3.47242
F 1.95939 -3.12179 -2.29064
H -0.67182 -0.78033 1.93059
H -1.53136 2.48888 1.32380
H -1.66844 1.23470 2.82326
H -0.15457 2.40741 2.64177
H -0.31175 1.80797 -0.83115
H 0.35463 2.91946 0.49187
H 1.29279 1.52863 -0.24111
H 0.60477 -0.29610 -0.78290
*
```

Atomic partial charges in e from the Mulliken method, atoms 1 to 5:
1. C 0.138
2. C 0.191
3. C -0.797
4. C -1.194
5. C 0.546

---

The following is a DFT calculation (the ωB97M-V functional and the def2-TZVPD basis) of a single C8H17ISi molecule at a distorted geometry.

Calculated values
energy relative to the best compared isomer or geometry (same formula, charge and spin) = 391.10 kJ/mol
E_tot = -902.04614 Ha
orbital gap = 7.45 eV
HOMO level = -7.204 eV
F_max = 0.085 Eh/bohr

ORCA input file:
```
! RIJCOSX wB97M-V def2-TZVPD def2/J DEFGRID3
* xyz 0 1
C 0.15395 -0.04305 2.27375
C -0.49255 1.40798 2.56088
C 0.90054 -0.17279 0.89267
C -1.83321 1.88287 1.94655
C -2.40226 -1.83264 -0.75678
C 2.68601 0.73077 -1.69047
C -0.92042 -1.69681 -1.26823
C 1.45320 -0.08020 -2.16273
Si -0.03186 -0.01292 -0.84316
I -1.18927 2.26742 -0.41568
H 0.72367 -0.34612 3.10403
H -0.69315 -0.72585 2.20094
H -0.71724 1.37903 3.71348
H 0.20742 2.12277 2.28957
H 1.73683 0.44491 0.98111
H 1.28569 -1.14168 0.84285
H -2.62453 1.15952 1.88125
H -2.91584 -2.78131 -0.92533
H -2.31344 -1.41488 0.26557
H -2.98933 -0.93508 -1.18805
H 2.65369 1.81724 -1.72186
H 2.90847 0.43612 -0.71198
H 3.56286 0.41201 -2.28732
H -0.98183 -1.94199 -2.29722
H -0.43698 -2.44634 -0.79246
H 1.69315 -1.14926 -2.12246
H 1.35902 0.21047 -3.16521
*
```

Atomic partial charges in e from the Mulliken method, atoms 1 to 5:
1. C -0.590
2. C -0.710
3. C -1.067
4. C -0.745
5. C -1.036

---

The following is a DFT calculation (the ωB97M-V functional and the def2-TZVPD basis) of a gas-phase ion, C2H3O3S (charge -1) at a distorted geometry.

Calculated values
energy relative to the best compared isomer or geometry (same formula, charge and spin) = 119.62 kJ/mol
E_tot = -701.94927 Ha
SMILES = C=CS(=O)(=O)[O-]
orbital gap = 8.85 eV
HOMO level = -4.771 eV
F_max = 0.079 Eh/bohr

ORCA input file:
```
! RIJCOSX wB97M-V def2-TZVPD def2/J DEFGRID3
* xyz -1 1
C -1.44428 0.28694 -0.18748
C -0.46694 -0.44636 0.24468
S 1.25042 0.02584 0.06640
O 1.74637 -0.27572 1.41430
O 1.27364 1.46239 -0.31105
O 1.85425 -0.86162 -0.98844
H -2.50502 -0.07408 -0.31299
H -1.22208 1.17987 -0.87552
H -0.48636 -1.29726 0.95009
*
```

Atomic partial charges in e from the Mulliken method, atoms 1 to 5:
1. C -0.431
2. C -0.353
3. S 1.114
4. O -0.691
5. O -0.689

---

The following is a DFT calculation (the ωB97M-V functional and the def2-TZVPD basis) of a molecular structure, C29H30HfN3O4S2 at a distorted geometry.

Calculated values
energy relative to the best compared isomer or geometry (same formula, charge and spin) = 91.30 kJ/mol
E_tot = -2432.62114 Ha
orbital gap = 7.72 eV
HOMO level = -10.538 eV
F_max = 0.056 Eh/bohr

ORCA input file:
```
! RIJCOSX wB97M-V def2-TZVPD def2/J DEFGRID3
* xyz 1 1
Hf 0.63492 0.01524 -0.51991
C 3.08233 1.87703 -2.34878
C 2.55497 0.86364 -3.13836
C 1.18215 0.78675 -3.33823
C 0.33496 1.71069 -2.72257
C 0.86218 2.68035 -1.87076
C 2.24055 2.76712 -1.69686
H 4.15133 1.99318 -2.26756
H 3.21318 0.18005 -3.65395
H 0.77899 0.06551 -4.03541
H -0.71575 1.73473 -2.97801
H 0.21321 3.43294 -1.44008
H 2.65795 3.56213 -1.09788
C -7.03743 1.24884 -3.36300
C -5.76536 0.66606 -2.84397
C -5.74443 -0.11234 -1.68924
C -4.55550 -0.59966 -1.17645
C -3.37134 -0.32711 -1.83766
C -3.37282 0.40650 -3.01137
C -4.56444 0.89488 -3.50981
S -1.82569 -0.69973 -1.06513
O -0.74400 -0.73979 -2.07612
O -1.85768 -1.90730 -0.27488
N -1.39374 0.59312 -0.20457
C -1.78674 0.40184 1.18164
C -0.89668 -0.69697 1.80511
O -1.23995 -1.33352 2.76989
O 0.24680 -0.86697 1.19574
H -7.72761 1.44228 -2.54792
H -7.51745 0.55989 -4.05864
H -6.84885 2.18286 -3.88591
H -6.67102 -0.32978 -1.18290
H -4.53837 -1.20204 -0.28175
H -2.44551 0.56226 -3.53768
H -4.55704 1.46718 -4.42401
H -2.83288 0.08640 1.27149
H -1.65369 1.33418 1.73498
C 1.49894 3.07965 3.92519
C 0.60111 3.03571 2.84760
C 0.90099 2.30679 1.72928
C 2.11809 1.59039 1.62764
C 2.38425 0.77995 0.47523
C 3.63709 0.18878 0.42988
C 4.60424 0.35616 1.43872
C 4.31219 1.08256 2.55828
C 3.05679 1.71280 2.68874
C 2.70609 2.44596 3.84367
H 1.22618 3.63046 4.81010
H -0.32494 3.58803 2.91805
H 0.21837 2.29174 0.87519
H 3.91235 -0.41138 -0.43213
H 5.57062 -0.11846 1.33116
H 5.03178 1.19091 3.35709
H 3.41561 2.49347 4.65793
S 1.92614 -2.10747 -1.29941
C 1.70446 -2.94394 0.19212
N 0.55268 -3.53718 0.45718
C 0.27135 -4.20083 1.72274
C 1.26478 -3.74760 2.78706
C 2.68337 -3.83644 2.23831
N 2.74760 -3.08825 0.99800
H -0.24855 -3.29239 -0.11752
H 0.30898 -5.28430 1.55799
H -0.73752 -3.92269 2.03001
H 1.17063 -4.36792 3.67467
H 1.03715 -2.71644 3.06259
H 2.95664 -4.88091 2.04793
H 3.40450 -3.41142 2.93765
H 3.59846 -2.60616 0.74962
*
```

Atomic partial charges in e from the Mulliken method, atoms 1 to 5:
1. Hf -0.793
2. C -0.255
3. C -0.457
4. C -0.223
5. C -0.225